# 1
Density functional theory data (ωB97M-V/def2-TZVPD) for a 3-piece molecular cluster, C12H21N5O2 overall.

The SMILES is [H]/N=C\C[C@H](C#N)CC#N.CNC(C)=O.CNC(C)=O. The calculation puts the total energy at -24329.94081 eV. The LUMO energy comes out at 0.6 eV. The energy relative to the best compared isomer or geometry (same formula, charge and spin) is 1.325 eV. The HOMO energy is -9.6 eV.

XYZ file:
```
40
C12H21N5O2 | OMol25 | ωB97M-V/def2-TZVPD
H 2.410 -0.548 0.374
N 2.802 0.260 -0.114
C 1.870 0.901 -0.686
C 0.399 0.538 -0.697
C -0.101 -0.111 0.613
C -1.269 -0.941 0.292
N -2.166 -1.587 -0.029
C -0.532 0.973 1.628
C -0.613 0.426 2.986
N -0.630 -0.044 4.035
H 2.136 1.790 -1.256
H 0.185 -0.103 -1.547
H -0.187 1.441 -0.863
H 0.621 -0.783 1.078
H -1.528 1.334 1.374
H 0.165 1.808 1.632
C 1.308 -3.570 5.464
N 1.739 -2.550 4.529
C 1.652 -2.558 3.181
C 1.033 -3.770 2.527
O 2.056 -1.603 2.530
H 0.553 -3.165 6.139
H 2.154 -3.920 6.058
H 0.882 -4.416 4.936
H 2.145 -1.706 4.900
H 1.034 -3.621 1.451
H 1.605 -4.670 2.757
H 0.005 -3.906 2.863
C -1.674 4.183 -5.454
N -0.762 3.359 -4.682
C -1.008 2.167 -4.083
C -2.398 1.592 -4.215
O -0.128 1.589 -3.462
H -1.295 4.319 -6.468
H -1.782 5.165 -4.990
H -2.652 3.718 -5.510
H 0.184 3.685 -4.559
H -2.430 0.645 -3.685
H -3.138 2.265 -3.782
H -2.647 1.418 -5.262
```

***

# 2
Density functional theory data (ωB97M-V/def2-TZVPD) for the molecule C11H13NO2Si at a distorted geometry.

The SMILES is C[Si](C)(C)N1C(=O)c2ccccc2C1=O. The calculation puts the total energy at -25081.50699 eV. The LUMO energy comes out at -0.8 eV. The energy relative to the best compared isomer or geometry (same formula, charge and spin) is 0.202 eV. The HOMO energy is -9.8 eV.

XYZ file:
```
28
C11H13NO2Si | OMol25 | ωB97M-V/def2-TZVPD
C 0.007 -3.325 0.224
Si -1.087 -1.767 0.425
C -2.743 -1.719 -0.456
C -1.460 -1.280 2.175
N -0.136 -0.487 -0.345
C -0.673 0.819 -0.173
O -1.809 1.070 0.298
C 0.388 1.774 -0.449
C 0.377 3.142 -0.593
C 1.514 3.698 -0.847
C 2.740 3.011 -0.968
C 2.717 1.627 -0.796
C 1.562 0.963 -0.664
C 1.266 -0.447 -0.388
O 2.141 -1.284 -0.254
H -0.727 -3.872 -0.414
H 0.246 -3.922 1.122
H 0.949 -2.826 -0.099
H -3.293 -0.954 0.053
H -2.556 -1.477 -1.545
H -3.150 -2.715 -0.450
H -0.601 -0.714 2.523
H -2.160 -0.442 2.020
H -1.732 -1.948 2.995
H -0.567 3.641 -0.495
H 1.551 4.781 -0.964
H 3.609 3.669 -1.182
H 3.625 0.985 -0.753
```

***

# 3
Density functional theory data (ωB97M-V/def2-TZVPD) for C32H27BCdF7NO3PS as an isolated structure.

As for the multiplicity: 2. The calculation puts the total energy at -85649.09814 eV. The LUMO energy (spin up / spin down) comes out at 4.1 / 4.1 eV. The charge is -2. The HOMO energy (spin up / spin down) is -1.6 / -1.6 eV.

XYZ file:
```
74
C32H27BCdF7NO3PS | OMol25 | ωB97M-V/def2-TZVPD
Cd -0.524 -0.777 1.517
C -2.520 -4.956 0.151
C -1.809 -3.612 0.099
C -2.122 -2.871 -1.196
O -2.272 -2.772 1.154
C -0.269 -3.781 0.175
O 0.251 -4.825 -0.213
O 0.356 -2.749 0.599
H -3.573 -4.831 -0.113
H -2.460 -5.371 1.159
H -2.043 -5.657 -0.533
H -3.191 -2.652 -1.241
H -1.837 -3.482 -2.054
H -1.579 -1.926 -1.235
H -2.132 -3.231 1.999
N 1.920 -1.778 2.750
C 3.111 -1.156 2.458
C 4.157 -1.151 3.396
C 5.376 -0.573 3.113
C 5.597 0.022 1.873
C 4.552 0.075 0.969
C 3.297 -0.471 1.241
P 1.872 -0.110 0.123
C 2.595 -0.425 -1.532
C 2.215 0.336 -2.639
C 2.631 -0.007 -3.917
C 3.429 -1.125 -4.116
C 3.799 -1.900 -3.025
C 3.385 -1.555 -1.748
C 1.826 1.713 0.226
C 0.736 2.234 1.126
C 0.861 3.686 1.422
C 1.794 4.476 0.843
C 2.728 3.943 -0.083
C 2.728 2.564 -0.349
H 1.523 -2.366 2.011
H 1.841 -2.183 3.670
H 3.992 -1.637 4.351
H 6.165 -0.599 3.855
H 6.556 0.462 1.630
H 4.708 0.574 0.020
H 1.584 1.205 -2.493
H 2.323 0.598 -4.762
H 3.751 -1.395 -5.114
H 4.404 -2.787 -3.171
H 3.659 -2.177 -0.905
H -0.231 2.077 0.600
H 0.163 4.094 2.141
H 1.842 5.530 1.098
H 3.464 4.584 -0.551
H 3.486 2.166 -1.016
F -0.957 -1.785 3.717
B -1.634 -2.804 4.456
F -0.902 -3.080 5.610
F -2.924 -2.387 4.754
F -1.686 -3.964 3.644
S 0.425 1.813 3.838
C 0.508 1.262 2.307
F -7.140 3.705 -4.008
C -6.168 4.420 -3.391
F -6.823 5.349 -2.656
F -5.524 5.095 -4.363
C -5.262 3.565 -2.568
C -5.805 2.825 -1.521
C -4.995 2.016 -0.750
C -3.617 1.923 -1.004
C -3.091 2.679 -2.059
C -3.902 3.491 -2.832
C -2.778 1.077 -0.223
C -2.060 0.351 0.445
H -6.867 2.884 -1.317
H -5.410 1.434 0.061
H -2.030 2.613 -2.260
H -3.477 4.066 -3.644
```

***

# 4
Density functional theory data (ωB97M-V/def2-TZVPD) for C35H52I2N3PSbSi3Tl as an isolated structure.

The calculation puts the total energy at -101967.15069 eV. The LUMO energy comes out at 0.2 eV. The energy relative to the best compared isomer or geometry (same formula, charge and spin) is 0.000 eV. The HOMO energy is -7.4 eV.

XYZ file:
```
98
C35H52I2N3PSbSi3Tl | OMol25 | ωB97M-V/def2-TZVPD
Tl -1.543 -1.511 1.085
C -0.564 5.185 1.495
C 0.433 4.263 1.789
C 0.096 3.000 2.247
C -1.242 2.639 2.439
C -2.232 3.571 2.142
C -1.894 4.834 1.669
P -1.565 0.908 2.939
C -1.090 0.833 4.694
C -1.260 -0.399 5.329
C -0.868 -0.569 6.645
C -0.288 0.486 7.341
C -0.109 1.708 6.714
C -0.509 1.884 5.395
C -3.387 0.834 3.019
C -4.026 1.559 3.995
C -5.426 1.655 4.056
C -6.172 1.020 3.109
C -5.565 0.228 2.106
C -6.388 -0.452 1.177
C -5.839 -1.287 0.255
C -4.443 -1.483 0.243
C -3.595 -0.819 1.089
C -4.146 0.087 2.054
H -0.304 6.169 1.128
H 1.475 4.525 1.651
H 0.875 2.276 2.454
H -3.275 3.313 2.267
H -2.676 5.546 1.439
H -1.702 -1.233 4.790
H -1.008 -1.528 7.126
H 0.025 0.350 8.368
H 0.342 2.533 7.251
H -0.370 2.846 4.918
H -3.430 2.087 4.731
H -5.896 2.237 4.838
H -7.254 1.091 3.117
H -7.461 -0.312 1.238
H -6.464 -1.833 -0.440
H -4.052 -2.236 -0.432
I 1.848 -0.546 2.302
C 0.442 -2.047 1.754
I -2.437 -4.200 2.238
H 0.256 -2.613 2.662
H 0.930 -2.694 1.030
N -1.298 1.030 -0.426
H -0.476 1.516 -0.079
H -2.110 1.562 -0.127
H -1.255 1.076 -1.438
N -2.725 -2.674 -3.138
C -2.503 -3.947 -2.660
C -1.841 -3.784 -1.484
N -1.650 -2.441 -1.246
C -2.194 -1.805 -2.256
H -3.191 -2.429 -3.994
H -2.839 -4.824 -3.182
H -1.527 -4.530 -0.772
H -2.238 -0.736 -2.376
C 5.183 -1.209 -0.110
Si 4.388 0.185 -1.090
C 4.095 1.704 -0.011
C 5.604 0.694 -2.430
Sb 2.100 -0.664 -1.850
Si 1.740 0.944 -3.801
C 3.023 0.873 -5.174
C 1.697 2.691 -3.101
C 0.063 0.577 -4.586
Si 2.878 -2.715 -3.161
C 1.725 -3.010 -4.615
C 4.627 -2.642 -3.847
C 2.785 -4.151 -1.950
H 5.965 -0.812 0.542
H 5.650 -1.925 -0.791
H 4.467 -1.744 0.515
H 4.866 1.775 0.761
H 3.124 1.677 0.485
H 4.148 2.613 -0.615
H 6.555 0.930 -1.940
H 5.280 1.590 -2.961
H 5.791 -0.092 -3.160
H 3.945 1.373 -4.878
H 2.637 1.383 -6.062
H 3.275 -0.150 -5.458
H 2.528 2.866 -2.414
H 0.771 2.886 -2.555
H 1.770 3.426 -3.908
H -0.027 -0.473 -4.872
H -0.065 1.184 -5.487
H -0.765 0.818 -3.915
H 1.877 -2.253 -5.389
H 0.677 -2.993 -4.317
H 1.939 -3.987 -5.057
H 4.796 -1.769 -4.478
H 4.803 -3.534 -4.456
H 5.372 -2.634 -3.049
H 1.898 -4.091 -1.318
H 3.661 -4.152 -1.297
H 2.758 -5.108 -2.478
```

***

# 5
Density functional theory data (ωB97M-V/def2-TZVPD) for C31H31BrFN9ReSSi as an isolated structure.

As for the multiplicity: 2. The calculation puts the total energy at -139652.71825 eV. The LUMO energy (spin up / spin down) comes out at -6.8 / -7.0 eV. The charge is +2. The energy relative to the best compared isomer or geometry (same formula, charge and spin) is 0.000 eV. The HOMO energy (spin up / spin down) is -13.6 / -13.4 eV.

XYZ file:
```
76
C31H31BrFN9ReSSi | OMol25 | ωB97M-V/def2-TZVPD
Re -0.033 0.169 0.013
N -1.724 -2.911 -2.644
C -0.921 -2.202 -1.840
S -1.566 -1.690 -0.277
N 0.297 -1.934 -2.219
N 0.968 -1.247 -1.240
C 2.128 -1.685 -0.896
C 2.637 -1.136 0.336
C 3.881 -1.450 0.869
C 4.242 -0.927 2.092
C 3.340 -0.103 2.759
C 2.121 0.173 2.187
N 1.759 -0.330 0.989
H -2.621 -3.220 -2.315
H -1.327 -3.367 -3.450
H 2.593 -2.505 -1.428
H 4.540 -2.104 0.314
H 5.204 -1.157 2.528
H 3.575 0.319 3.726
H 1.396 0.792 2.689
C -2.070 2.581 3.821
Si -1.261 2.468 2.150
C 0.402 3.300 2.390
C -2.384 3.323 0.926
N -1.039 0.735 1.554
C -1.803 -0.198 2.365
C -3.178 -0.003 2.513
C -3.953 -0.883 3.244
C -3.364 -1.987 3.850
C -2.006 -2.213 3.696
C -1.255 -1.330 2.951
F 0.057 -1.585 2.795
H -2.028 3.646 4.078
H -1.514 2.049 4.595
H -3.108 2.270 3.871
H 0.256 4.379 2.285
H 1.216 3.013 1.733
H 0.717 3.130 3.423
H -2.454 4.385 1.170
H -3.391 2.912 1.039
H -2.121 3.232 -0.130
H -3.651 0.833 2.008
H -5.017 -0.709 3.337
H -3.961 -2.677 4.431
H -1.517 -3.070 4.140
N 0.781 10.292 -3.483
C 0.937 9.219 -3.102
C 1.132 7.875 -2.626
C 2.154 7.603 -1.720
C 2.337 6.313 -1.253
C 1.504 5.305 -1.708
C 0.492 5.561 -2.621
C 0.300 6.853 -3.076
N 1.689 3.967 -1.228
C 2.884 3.292 -1.107
C 2.580 2.060 -0.627
N 1.212 1.973 -0.445
C 0.716 3.141 -0.823
H 2.793 8.405 -1.377
H 3.113 6.102 -0.528
H -0.125 4.754 -2.997
H -0.481 7.073 -3.790
H 3.824 3.731 -1.391
H 3.258 1.252 -0.410
H -0.320 3.424 -0.787
Br 0.447 1.929 -5.555
C -0.693 1.547 -4.117
C -2.067 1.711 -4.221
C -2.847 1.418 -3.115
C -2.244 0.973 -1.955
N -0.910 0.824 -1.862
C -0.149 1.094 -2.933
H -2.511 2.055 -5.146
H -3.922 1.526 -3.147
H -2.827 0.727 -1.079
H 0.918 0.942 -2.843
```